# 1
A molecular structure, H4O2, computed with ωB97M-V with the def2-TZVPD basis set.

The geometry in XYZ format:
```
6
Properties=species:S:1:pos:R:3:forces:R:3
O -0.384880 -1.033557 0.702001 -1.259 -8.041 4.900
H -0.582722 -0.211338 0.253614 -2.173 -2.279 2.262
H 0.571088 -1.082063 0.703579 -0.185 -0.221 0.117
O -0.064473 0.548561 -0.303427 3.724 9.932 -7.039
H 0.465295 1.319723 -0.101263 0.019 0.676 0.304
H -0.004308 0.458673 -1.254504 -0.126 -0.066 -0.543
```
Positions in Å, forces in eV/Å.

Properties
* net charge: 0
* E: -4156.60078 eV
* frontier orbital gap: 9.9 eV
* largest force on an atom: 0.2476 Eh/bohr
* relative energy (zero: lowest compared OMol25 entry of this formula, charge and spin): 322.1 kJ/mol
* HOMO: -9.6 eV

natural (NBO) population analysis, charges in e, atoms 1 to 5:
1. O -1.002
2. H 0.440
3. H 0.432
4. O -0.858
5. H 0.494

***

# 2
A single C3H5NO4 molecule, computed with ωB97M-V with the def2-TZVPD basis set.

The geometry in XYZ format:
```
13
Properties=species:S:1:pos:R:3:forces:R:3
N 1.356728 0.385059 -0.118364 -0.826 0.789 -1.384
C 0.026100 -0.217531 -0.297910 0.630 -0.027 0.282
O -0.216996 -0.829595 -1.515669 0.636 1.169 0.171
C -0.172554 -1.151436 0.899352 -0.323 1.209 -2.678
O -0.686776 -2.187776 0.675247 -0.439 -2.131 0.842
C -0.980456 0.859406 -0.089506 0.503 2.113 1.630
O -2.033867 0.974501 -0.572707 -2.307 -0.754 -1.690
O -0.640798 1.821691 0.813940 1.760 -0.200 0.678
H 1.254497 1.226039 -0.708138 0.803 -0.194 0.354
H 1.962477 -0.202387 -0.668903 0.621 -0.283 0.086
H -0.297516 -1.741359 -1.295458 -0.417 -1.656 -0.009
H 0.123968 -0.656150 1.782885 0.362 -0.085 1.952
H 0.305198 1.719538 1.095235 -1.004 0.049 -0.233
```
Positions in Å, forces in eV/Å.

Properties
* net charge: 0
* E: -12871.33265 eV
* frontier orbital gap: 10.6 eV
* largest force on an atom: 0.0575 Eh/bohr
* relative energy (zero: lowest compared OMol25 entry of this formula, charge and spin): 148.8 kJ/mol
* structure (SMILES): N[C@@](O)(C=O)C(=O)O
* HOMO: -10.6 eV

natural (NBO) population analysis, charges in e, atoms 1 to 5:
1. N -0.841
2. C 0.144
3. O -0.668
4. C 0.431
5. O -0.483